[1]
Entry from OMol25: one molecule with the formula C6H11NS at a distorted geometry (ωB97M-V with the def2-TZVPD basis set).

Properties
Energy above the lowest of the compared OMol25 structures with the same formula, charge and spin in kcal per mole: 88.73
Maximum force in eV/A: 4.149
E_tot in eV: -18721.64690
Lowest unoccupied orbital energy in eV: -0.22
Structure (SMILES): CC(=S)[C@H]1CN[C@H]1C
HOMO in Ha: -0.318
Orbital gap in eV: 8.44

Geometry (Å):
C -1.39297 0.95971 1.34117
C -1.61442 0.68670 -0.16510
C -0.91751 -1.29363 -0.50107
C -0.37070 -0.01389 -0.83084
C 0.99973 0.21891 -0.16155
C 1.51994 1.66242 -0.67890
H -0.62075 0.16850 1.64128
H -1.02918 2.05071 1.56403
H -2.56977 0.77094 1.82057
H -2.20786 1.46840 -0.64968
H -2.64046 -1.00927 0.56081
H -0.87271 -2.10511 -1.23843
H -0.26420 -1.61629 0.38112
H -0.21627 0.16505 -1.85434
H 2.21319 1.26785 -1.69773
H 0.61202 2.33660 -0.97368
H 2.06463 2.07011 0.33348
N -2.22059 -0.76603 -0.33040
S 1.98320 -0.84541 0.52520

=====

[2]
Entry from OMol25: one molecule with the formula C4H6S2 at a distorted geometry (ωB97M-V with the def2-TZVPD basis set).

Properties
Energy above the lowest of the compared OMol25 structures with the same formula, charge and spin in kcal per mole: 14.64
Maximum force in eV/A: 2.135
E_tot in eV: -25914.65652
Lowest unoccupied orbital energy in eV: 0.82
Structure (SMILES): S[C@@H]1C=CSC1
HOMO in Ha: -0.307
Orbital gap in eV: 9.18

Geometry (Å):
C 0.40096 -0.60126 0.25507
C 0.06456 0.55572 1.15882
C -1.53858 0.15975 -0.74388
C -0.35937 -0.35842 -0.99880
H 2.35187 0.42666 -0.61750
H -0.07250 -1.51233 0.65954
H 0.66564 1.41520 0.80505
H 0.42473 0.36716 2.19897
H -2.31716 0.29972 -1.41178
H -0.18342 -0.84244 -1.97711
S 2.22615 -0.87642 -0.16303
S -1.66288 0.96667 0.83466

=====

[3]
Entry from OMol25: a 2-piece molecular cluster, C3H10O2S2 overall at a distorted geometry (ωB97M-V with the def2-TZVPD basis set).

Properties
Energy above the lowest of the compared OMol25 structures with the same formula, charge and spin in kcal per mole: 24.20
Maximum force in eV/A: 4.051
E_tot in eV: -29037.48185
Lowest unoccupied orbital energy in eV: 0.39
Structure (SMILES): OCCCSS.O
HOMO in Ha: -0.335
Orbital gap in eV: 9.51

Geometry (Å):
C 0.85580 0.99147 0.64937
C 1.16659 0.78310 -0.89377
O -0.00347 0.95921 -1.76548
C 0.40482 -0.18162 1.40102
S -1.20821 0.13192 2.19053
S -2.50276 -0.88046 0.93137
H 0.02894 1.65398 0.58842
H 1.68158 1.62507 1.05205
H 1.93993 1.53240 -1.24874
H 1.48863 -0.21937 -1.10244
H -0.46458 1.79923 -1.44095
H 0.94109 -0.21893 2.33020
H 0.50648 -0.99604 0.81626
H -2.95217 0.17499 0.33660
H -1.14646 -1.86836 -0.86013
H -0.40763 -2.88176 -1.88812
O -0.32857 -2.40484 -1.09619

=====

[4]
Entry from OMol25: C4H7N3S as an isolated structure at a distorted geometry (ωB97M-V with the def2-TZVPD basis set).

Properties
Energy above the lowest of the compared OMol25 structures with the same formula, charge and spin in kcal per mole: 148.26
Maximum force in eV/A: 5.116
E_tot in eV: -19561.34867
Lowest unoccupied orbital energy in eV: 0.09
HOMO in Ha: -0.297
Orbital gap in eV: 8.18

Geometry (Å):
C -1.88911 0.63849 0.15942
C 0.42410 -0.16937 -0.22618
C 0.76170 1.21361 -0.09289
C 1.35456 2.29149 -0.05019
H -1.92525 0.90936 1.23121
H -1.53177 1.63197 -0.25662
H -2.78516 0.20046 -0.25480
H -0.66233 -1.96038 0.88147
H -1.00829 -2.21767 -0.70584
H 3.44129 -1.97232 -0.83226
H 1.86548 3.25921 0.03208
N -0.92758 -0.39497 -0.06878
N -1.32712 -1.70476 0.07519
N 1.28801 -1.12888 -0.08444
S 2.92146 -0.59623 0.19265

=====

[5]
Entry from OMol25: one molecule with the formula C2F5NO2 at a distorted geometry (ωB97M-V with the def2-TZVPD basis set).

Properties
Energy above the lowest of the compared OMol25 structures with the same formula, charge and spin in kcal per mole: 0.00
Maximum force in eV/A: 2.370
E_tot in eV: -21243.24056
Lowest unoccupied orbital energy in eV: -0.35
Structure (SMILES): O=[N+]([O-])C(F)(F)C(F)(F)F
HOMO in Ha: -0.444
Orbital gap in eV: 11.73

Geometry (Å):
C -0.22837 -0.61351 0.28900
C 1.16153 0.18722 -0.12275
N -1.34110 0.38437 -0.03763
O -2.09291 -0.02919 -0.85856
O -1.31373 1.42617 0.54024
F -0.46109 -1.63702 -0.53049
F -0.32102 -0.90922 1.56731
F 1.50885 1.15270 0.70869
F 0.96421 0.73347 -1.36058
F 2.12364 -0.69497 -0.19524

=====

[6]
Entry from OMol25: a 5-piece molecular cluster, C61H40BNO13 overall at a distorted geometry (ωB97M-V with the def2-TZVPD basis set).

Properties
Maximum force in eV/A: 2.815
E_tot in eV: -92691.69447
Lowest unoccupied orbital energy in eV: -1.06
Structure (SMILES): O=C1c2ccccc2C(=O)c2ccccc21.O=C1c2ccccc2C(=O)c2ccccc21.O=C1c2ccccc2C(=O)c2ccccc21.O=C1c2ccccc2C(=O)c2ccccc21.C#CN(B(O)O)C(=O)OCCO
HOMO in Ha: -0.356
Orbital gap in eV: 8.62

Geometry (Å):
C 1.40948 -7.90730 3.26323
C 0.77370 -7.65704 2.24290
N -0.15168 -7.45622 1.14088
B -1.35950 -8.32354 1.45137
O -2.19609 -8.18991 2.57721
O -1.63452 -9.39046 0.54226
C -0.49758 -6.04149 0.99717
O -1.47074 -5.51109 1.50086
O 0.32790 -5.24799 0.16829
C 1.39715 -4.62343 0.92831
C 0.85649 -3.40902 1.82305
O 1.97167 -2.76388 2.50275
H 1.66660 -8.23781 4.30745
H -1.67803 -7.90210 3.35707
H -0.74842 -9.59749 0.16337
H 2.12004 -4.17947 0.16833
H 1.99331 -5.34332 1.56604
H 0.10287 -3.74599 2.60164
H 0.36819 -2.65417 1.11863
H 1.63278 -2.56979 3.39951
C -2.40291 5.25461 -1.95160
C -1.39708 4.96899 -2.87180
C -0.89086 3.67966 -2.97180
C -1.38057 2.67254 -2.14277
C -2.37134 2.96437 -1.20392
C -2.88920 4.25566 -1.11857
C -2.86621 1.91338 -0.28131
O -3.73285 2.16576 0.53604
C -2.28292 0.55415 -0.36426
C -2.69689 -0.42876 0.53392
C -2.16507 -1.70951 0.45567
C -1.22498 -2.01627 -0.52566
C -0.80626 -1.03885 -1.41864
C -1.32653 0.25083 -1.33431
C -0.84590 1.29517 -2.26958
O -0.02146 1.02934 -3.12451
H -2.80380 6.25992 -1.88071
H -1.00925 5.75295 -3.51307
H -0.11120 3.46160 -3.69361
H -3.66857 4.48486 -0.39984
H -3.43115 -0.19656 1.29823
H -2.48389 -2.47201 1.15858
H -0.81574 -3.01862 -0.59076
H -0.07058 -1.28229 -2.17744
C 6.51945 7.43873 -1.58162
C 6.46430 8.40423 -0.57941
C 5.44551 8.37099 0.36334
C 4.47011 7.37826 0.30052
C 4.51181 6.42535 -0.71804
C 5.54566 6.45160 -1.65211
C 3.45288 5.39244 -0.82656
O 3.49082 4.55868 -1.71278
C 2.34343 5.39785 0.15659
C 1.31086 4.47022 0.03437
C 0.27388 4.45889 0.95819
C 0.26855 5.36789 2.01325
C 1.29249 6.29763 2.13591
C 2.32730 6.32141 1.20273
C 3.39654 7.34103 1.32267
O 3.39105 8.13898 2.24195
H 7.32086 7.46027 -2.31213
H 7.21847 9.18223 -0.53285
H 5.41015 9.12215 1.14474
H 5.59033 5.70549 -2.43779
H 1.31055 3.75734 -0.78337
H -0.53146 3.73927 0.85790
H -0.53817 5.35343 2.73814
H 1.28101 7.00639 2.95664
C 6.37107 -0.43709 -1.48624
C 7.75377 -0.31543 -1.60047
C 8.56347 -1.43725 -1.48073
C 7.99397 -2.68445 -1.23416
C 6.61028 -2.80226 -1.09560
C 5.79970 -1.67700 -1.23372
C 5.99409 -4.11422 -0.78421
O 4.78688 -4.21767 -0.66700
C 6.87261 -5.29553 -0.60939
C 6.31401 -6.52358 -0.26007
C 7.12744 -7.63865 -0.10706
C 8.50110 -7.53400 -0.31134
C 9.06256 -6.31128 -0.65403
C 8.25123 -5.18708 -0.79447
C 8.86546 -3.87877 -1.12576
O 10.06654 -3.78557 -1.30033
H 5.73895 0.43832 -1.58900
H 8.19984 0.65568 -1.78526
H 9.63916 -1.33762 -1.57570
H 4.72297 -1.76507 -1.14027
H 5.24458 -6.61232 -0.10272
H 6.69110 -8.59225 0.16989
H 9.13476 -8.40700 -0.19864
H 10.13337 -6.23431 -0.80724
C -6.87046 1.96454 -2.32296
C -8.09658 2.06098 -2.97650
C -9.27456 1.80818 -2.28645
C -9.23057 1.44581 -0.94187
C -8.00044 1.32547 -0.29334
C -6.82097 1.59717 -0.98478
C -7.93591 0.89251 1.12387
O -6.86472 0.79036 1.69148
C -9.19873 0.57748 1.83500
C -9.15205 0.11454 3.14854
C -10.32961 -0.17057 3.82722
C -11.55926 0.01427 3.19994
C -11.61036 0.46997 1.88957
C -10.43023 0.74351 1.20062
C -10.49523 1.19551 -0.20986
O -11.56967 1.35323 -0.76032
H -5.95121 2.17126 -2.86081
H -8.13292 2.33585 -4.02508
H -10.22688 1.88979 -2.79880
H -5.86293 1.51839 -0.48181
H -8.19778 -0.02844 3.64362
H -10.29055 -0.53567 4.84780
H -12.47868 -0.20185 3.73319
H -12.57033 0.60756 1.40422